Entry 1:
90
Properties=species:S:1:pos:R:3:forces:R:3 method="wB97M-V/def2-TZVPD" e_homo_ha=-0.5606 lumo_energy_ha=-0.2285 total_charge=+2
C -2.478495 -0.863472 0.971001 -0.021 0.057 0.062
C -2.841572 -2.027396 -2.616607 -0.011 0.036 -0.004
H -2.323467 -5.602112 -0.960642 -0.006 -0.005 0.000
H 3.758055 -2.788639 0.095470 -0.006 -0.087 0.022
C 5.284263 -0.472567 -0.831971 0.015 0.012 -0.029
H 4.568388 -0.822850 1.207802 0.003 -0.002 -0.004
H 3.130198 -3.863660 4.752811 0.003 0.002 -0.003
O 1.304654 -3.835996 0.191454 0.106 0.263 -0.239
H -3.376876 -3.583354 1.088642 -0.037 0.020 -0.030
C -0.544577 -1.732391 -2.089870 -0.011 0.025 0.048
H 3.285000 -4.657625 -2.376328 -0.003 -0.006 0.004
H 3.967006 -0.544181 -3.183734 -0.003 0.001 -0.001
H 5.037307 -1.464440 -1.215818 0.024 0.022 -0.021
C 2.442917 -4.184153 -1.871384 -0.036 -0.005 0.000
C 3.741439 -3.869308 0.254937 -0.051 0.066 -0.008
O -0.374298 1.120274 0.714773 -0.222 -0.163 0.265
H 5.768050 0.473263 1.067108 -0.003 0.000 0.002
H -3.301623 -4.631833 2.512578 0.008 0.010 -0.009
H 3.268372 -6.476033 -0.568319 -0.004 0.001 -0.011
H 0.663590 -3.530317 4.977018 -0.010 0.003 -0.010
C 2.990794 1.378425 -3.418076 -0.010 0.010 0.007
H 6.261509 -1.203998 0.939721 -0.006 -0.005 0.005
C -3.161489 -1.613277 -1.334256 0.007 -0.055 -0.018
H 3.056880 -5.382693 5.655576 -0.001 0.005 0.000
H 3.770699 -5.356453 4.039020 0.002 -0.003 0.002
H 1.458908 -7.220742 4.875869 0.010 0.009 0.000
C 2.979336 -4.940147 4.662586 -0.013 0.016 0.027
H 5.069612 0.824601 -3.226661 0.005 0.006 0.012
C 2.410383 -5.970767 -0.124231 0.047 -0.019 0.016
H -4.190209 -1.584877 -1.001028 0.000 0.022 -0.003
O 5.500429 2.484269 -1.253857 -0.032 -0.019 0.032
C -1.777901 -5.023581 1.033850 0.030 -0.046 0.031
H -2.149305 -7.139502 1.067988 0.005 -0.003 -0.006
O 1.650303 -4.634187 2.727600 -0.192 -0.305 -0.255
C -1.753568 1.505438 0.409677 0.125 0.093 -0.157
H -1.211936 -2.445776 -3.976331 -0.011 -0.004 -0.004
H 2.205539 -7.164579 3.277196 -0.003 -0.004 0.005
C -2.162054 -1.268391 -0.440301 0.051 -0.035 0.087
C 1.418657 -6.737422 3.899689 0.032 0.017 -0.044
Sn 0.728786 -0.722517 0.454517 -0.059 -0.034 -0.052
C -1.507497 -2.106140 -2.994391 0.000 0.044 -0.047
H -2.762910 0.875774 2.206524 0.015 0.000 0.001
C 5.471010 -0.502464 0.678292 0.002 0.010 0.013
H 1.506703 -6.384432 -0.575202 0.003 -0.005 0.000
H 0.473313 -5.036840 5.868460 -0.002 0.001 -0.005
O 1.773068 2.609651 1.343267 -0.061 0.060 0.038
H 0.163872 1.814117 1.174616 0.142 0.045 -0.161
H 6.201594 -0.148299 -1.324184 0.002 0.001 0.009
C 2.501553 -4.474973 -0.381952 -0.032 -0.117 0.003
H -1.763930 -3.929545 -0.832566 0.034 -0.126 0.046
N 2.251222 0.723786 0.199955 -0.105 0.022 -0.080
H -3.625135 -2.302570 -3.310382 0.003 -0.007 0.001
C -1.480603 -6.421122 1.542780 0.032 -0.019 0.000
H 3.937010 3.486711 0.349398 -0.005 0.009 0.014
H -1.853486 2.559544 0.656407 -0.010 -0.007 0.051
O 2.282935 -1.028252 -1.062021 -0.048 0.158 0.158
H -1.854517 1.401251 -0.671551 -0.022 0.029 0.014
O -0.881422 -4.069918 1.696705 -0.075 0.051 -0.212
H -1.685834 -1.194518 1.646927 0.040 -0.012 -0.039
H 0.452726 -6.958677 3.453597 -0.049 -0.030 -0.020
C 0.500251 -4.604736 4.868131 -0.013 -0.051 0.008
Si 0.715600 -3.854673 1.696759 0.074 -0.035 0.591
H 2.995480 1.360850 -4.506305 -0.002 -0.008 0.002
H 3.119569 2.419110 -3.113919 0.005 0.001 -0.007
C 2.888759 0.051699 -0.740334 -0.048 -0.020 -0.098
H 1.522475 -4.583319 -2.301244 -0.002 -0.015 0.002
N 3.684432 2.541556 0.082721 -0.074 0.036 0.110
H -1.636569 -6.477940 2.619572 0.025 0.000 0.022
H 2.491165 -3.111428 -2.053988 0.038 -0.037 -0.027
C 4.097775 0.491088 -2.864132 -0.028 -0.002 -0.032
H 4.636543 -4.295611 -0.199092 0.003 -0.008 -0.003
H -3.918311 -5.261907 0.978341 0.007 -0.011 0.005
C 4.177449 0.500745 -1.325444 0.007 -0.007 0.049
C 1.618042 -5.243110 4.061102 0.085 0.187 0.099
H -0.598708 -5.263459 -0.776744 0.030 -0.014 -0.011
H -3.360547 -1.412991 1.295513 -0.021 0.002 -0.021
H -3.735522 0.889229 0.745870 0.013 0.015 0.010
C -2.747904 0.640876 1.142209 0.003 -0.025 -0.025
H -0.454020 -6.714212 1.311515 0.001 -0.002 -0.003
H 2.410014 -6.182197 0.945135 0.005 -0.006 -0.038
C 2.538961 2.025342 0.606536 0.141 -0.038 -0.139
C -3.180299 -4.599284 1.429942 0.025 0.010 0.039
N -0.868398 -1.302353 -0.848972 0.182 -0.014 -0.090
S 0.962594 -1.776526 2.469502 -0.067 -0.058 0.042
H 1.998943 1.046200 -3.093091 0.006 0.002 -0.003
H -0.471028 -4.776124 4.399884 0.006 0.011 -0.002
C -1.596145 -4.950076 -0.476537 -0.026 0.143 0.066
H 0.509419 -1.771766 -2.327241 -0.011 -0.001 -0.011
H 3.771092 -4.069931 1.325261 -0.004 -0.015 0.030
C 4.531678 1.914407 -0.847881 0.056 -0.042 -0.070

=====

Entry 2:
128
Properties=species:S:1:pos:R:3:forces:R:3 method="wB97M-V/def2-TZVPD" s_squared=0.764 spin_multiplicity=2 e_homo_ha="-0.3506 / -0.3506" lumo_energy_ha="-0.1369 / -0.2692" total_charge=+1
H -1.684349 0.175424 -5.993301 -0.241 -0.171 -0.185
H -0.333209 -1.257866 7.338799 -0.070 0.149 0.322
H 1.863671 1.323954 1.053359 0.753 -0.137 0.358
C 3.158531 -4.785666 -3.038341 -0.090 -0.791 -2.257
H -2.812189 0.609904 -0.083201 -0.074 0.206 -0.123
H -3.210449 3.186984 0.218269 0.869 -0.516 -0.051
H 2.279071 0.937324 3.799379 0.432 -0.618 -0.588
H 1.050971 1.538794 7.474139 -0.320 0.042 -0.182
H 4.057821 1.851294 1.103649 -0.570 0.233 0.033
H -2.593679 -0.880606 4.259469 -0.025 -0.226 0.530
H 4.724851 -4.795966 -1.609541 -0.243 0.494 0.649
H -0.116289 -0.461346 -5.669761 0.084 -0.396 -0.016
H -5.115139 -4.895676 -6.425721 0.442 -0.102 -0.461
H -5.291219 -3.233836 -7.050491 0.965 0.026 -0.332
C 5.399171 -4.222066 3.179419 -0.352 0.809 1.679
H 1.210391 -0.971876 6.632989 0.238 0.077 0.297
H -0.155169 1.103674 4.077729 0.556 0.063 -0.616
C 1.955351 -5.537476 -3.105561 -1.029 0.099 1.950
H 4.002421 -1.196596 3.353649 -0.052 -0.116 0.606
H 2.597561 -1.948816 -0.389621 0.839 -0.110 -0.059
C 3.675361 0.496564 -0.535861 -1.635 -0.565 -1.094
H -0.301919 1.054164 0.220529 0.074 0.339 0.153
H 2.403531 4.070624 5.160149 -0.193 0.615 0.108
C 1.127421 3.262954 -4.391361 1.524 -1.359 -0.402
H 4.717391 3.363554 4.394929 0.209 -0.004 -0.332
C -3.820779 -1.660276 -4.154781 -0.055 -0.245 -0.326
C -2.638839 0.128824 4.668279 0.733 0.398 -1.650
C 5.073721 -2.973286 2.663939 0.441 -1.641 -1.867
H -3.571719 4.217564 -2.539901 -0.237 -0.388 -0.515
H -2.252609 -1.884966 -2.595121 0.126 0.023 -0.400
H -4.690949 1.228694 1.277059 -0.333 0.002 0.509
H 2.497991 -0.109336 5.208839 -0.036 0.031 -0.027
H 2.955931 -1.456746 -2.776791 0.061 0.226 -0.210
C -6.051719 3.241414 0.129619 -2.101 -1.987 0.289
H 0.937141 -6.476606 -1.383111 -0.459 0.136 -0.639
H -2.951229 -3.795006 -6.590861 0.605 -0.079 0.247
N 2.205021 0.166514 -0.601201 -0.557 -1.317 2.277
H -5.792459 -3.681486 -5.542521 0.318 0.309 0.862
H 1.342421 -0.747606 -3.009411 -0.067 0.003 0.345
C 4.347341 4.720294 2.623019 -0.104 0.452 -1.009
H 4.057361 -2.749656 5.726299 -0.020 0.128 -0.033
H 3.173501 2.571924 -0.336621 0.436 0.360 0.173
H -2.191639 0.736494 3.881609 -0.596 0.187 -0.601
H -3.784929 -0.572936 -4.221881 0.567 0.141 0.368
H -6.009819 4.326614 0.036439 0.434 -0.242 -0.806
H 2.763881 -5.495976 0.092739 -0.719 -0.129 0.100
N 1.630461 -5.868536 -1.795001 1.186 0.945 0.661
C -4.916749 1.069364 0.222679 0.794 2.340 0.268
N 2.432651 5.447814 3.467889 -0.792 -0.970 1.722
C 1.827431 0.137034 4.385589 -1.572 1.373 0.891
C -3.230219 -2.253816 -2.905511 -1.033 0.055 2.047
H 1.571571 -2.478656 -2.606651 -0.294 -0.142 -0.383
C -1.754899 0.422874 5.845479 0.775 -1.656 -0.161
H 3.622071 -4.348316 -3.910281 0.101 -0.106 0.076
C 3.959451 1.905894 0.019469 0.449 -1.577 -0.510
C 2.934061 4.525814 4.336899 0.314 -0.487 0.384
H 5.094231 4.533574 1.865599 0.243 0.125 0.338
C -4.947339 -3.840006 -6.212401 -0.598 -0.420 1.367
C 0.288461 -0.466336 6.920349 0.139 0.078 -0.482
H -8.109119 3.252984 0.509859 -0.616 -0.199 -0.334
H 0.187031 3.474404 -3.904171 0.027 0.252 -0.470
C -3.489359 -3.605336 -5.662131 -1.485 1.131 -1.615
H -3.970859 0.456214 -1.460901 0.545 -0.066 -0.212
H -0.040409 0.673064 1.961269 -0.232 -0.024 -0.128
C 2.793191 3.075524 -5.886221 -0.409 1.930 -2.058
H 4.262131 -0.256346 -0.009621 -0.062 -0.287 0.455
H -7.556049 1.667124 -0.105191 -0.070 0.030 0.389
H -4.892809 -1.811376 -4.281371 -0.134 -0.499 0.456
H 5.272761 -2.741786 1.627989 0.012 0.258 -0.029
H -7.833719 2.891674 -1.256821 0.238 0.610 0.039
C -1.704409 -1.977696 -5.504371 -1.155 0.258 -0.019
H 0.635401 1.755214 5.437089 0.740 0.288 0.087
H -3.128069 -4.313026 -4.915981 -0.386 -0.340 0.247
H 4.978981 2.135604 -0.290191 -0.197 0.598 -0.408
H 2.165571 1.904044 -2.986981 -0.255 0.165 0.202
H 3.303691 3.364744 -6.792941 0.120 -0.197 0.082
H -2.175279 3.613814 -1.765501 0.408 -0.307 -0.456
C 3.178361 2.380434 -4.805691 2.162 -0.599 -0.847
H -0.406779 0.957934 8.378859 0.135 0.320 -0.005
H 1.224611 0.336394 8.682219 -0.154 -0.089 0.241
C -3.202969 3.341674 -2.006101 0.245 0.927 1.376
H -4.031789 4.435084 -0.414761 -1.398 -0.205 -0.026
C 2.646311 -5.379126 -0.974471 -0.089 -1.930 -0.668
H 4.160091 1.986124 -4.588641 -0.117 -0.267 -0.362
C 1.923521 -1.462766 -2.427211 0.456 -0.965 0.674
H -1.212549 -0.122006 -4.367071 -0.093 -0.313 0.251
H 2.098371 -0.400466 1.447179 0.210 -0.176 0.223
H -3.927629 -0.748686 -0.232491 0.127 -0.058 0.299
H -5.963819 3.095994 1.206299 -0.173 0.077 0.576
C -1.160339 -0.548226 -5.368921 -0.617 0.403 -0.134
C -7.490909 2.747734 -0.232191 0.915 0.096 0.568
H 3.036201 6.325054 1.693169 0.350 -0.316 -0.325
C 4.138081 4.104534 3.864129 0.088 -1.023 0.457
C 4.387051 -2.178066 3.588549 0.964 -1.524 0.841
C 0.537501 0.681634 7.909699 0.201 -0.772 0.193
C 2.152731 2.426244 -3.932251 -2.921 0.511 2.880
H -3.265429 -3.338976 -2.809121 0.381 -0.236 -0.875
H 1.335471 -5.833636 -3.938901 0.024 0.054 0.024
C 1.923331 -1.264556 -0.904701 0.046 1.228 -1.201
C -3.818489 0.324384 -0.389691 0.816 -1.442 -1.195
H -1.074479 -2.600776 -4.869501 -0.136 -0.433 0.630
H -3.674049 0.430984 4.826809 0.090 0.048 0.038
H 3.839731 0.304594 -1.596151 1.221 0.818 -0.156
H -0.385249 -0.576656 0.739319 -0.017 -0.235 0.274
C 3.676671 -4.957856 -1.813311 1.327 1.370 0.164
C 3.274581 5.553824 2.410639 -0.323 1.084 -0.301
H -2.223829 -0.183056 6.620749 0.556 0.467 0.795
C -3.900939 3.369834 -0.605071 2.338 -2.093 -0.425
H 0.984081 -1.549476 -0.430651 -0.357 0.358 -0.511
C 0.140341 0.358314 0.933469 -0.267 -0.694 -0.757
H -1.502269 -2.367966 -6.501831 -0.016 0.300 -0.150
H 5.249101 -4.918176 5.167189 -0.370 0.519 0.228
N -0.321259 -0.079016 5.654469 -1.843 0.156 0.601
H -5.820859 0.469774 0.116959 -0.267 0.693 -0.079
N 1.553711 3.634454 -5.662031 -0.373 -0.233 0.997
C 4.444721 -2.963286 4.741059 -1.376 1.093 1.223
H -1.864169 1.497784 5.989499 0.397 0.135 0.703
C 0.518321 0.821524 4.886989 -0.870 -0.531 0.093
H 1.587661 5.903824 3.781189 0.182 0.452 -1.061
H 1.081201 4.297754 -6.259431 0.209 -0.284 0.044
N -3.212369 -2.208876 -5.317431 2.597 -0.042 -2.142
H -3.265269 2.423794 -2.590661 -0.080 0.135 0.261
H 1.489791 -0.777326 3.897699 0.486 0.155 -0.438
N 4.987171 -4.182776 4.526349 0.802 0.156 -2.303
H 5.970421 -5.087876 2.878659 -0.071 0.291 -0.455
N -4.996229 2.403344 -0.470071 -2.340 2.422 -0.289
H -3.881919 -2.051786 -2.055471 -0.065 0.593 0.172
C 1.647081 0.301014 0.745479 -0.320 2.037 0.357

=====

Entry 3:
27
Properties=species:S:1:pos:R:3:forces:R:3 method="wB97M-V/def2-TZVPD" e_homo_ha=-0.4329 lumo_energy_ha=-0.1463 total_charge=+1
N 0.619621 1.433229 2.093942 0.035 0.095 -0.015
H -0.765907 -4.596049 2.160350 0.000 0.002 0.005
H 0.950862 1.821584 2.962406 -0.011 -0.005 0.017
Cl -1.953463 3.757858 -4.789485 0.120 -0.005 -0.008
H 1.428794 -3.557559 2.092460 -0.009 -0.007 0.017
Cl 0.467269 2.498596 -5.842423 -0.059 0.096 0.073
N -1.301363 0.689122 0.882597 -0.271 0.194 0.045
N -1.007363 -4.006961 1.382296 0.037 -0.027 0.052
N 2.699070 0.327170 1.632113 -0.057 -0.041 -0.143
N 1.086121 -3.017245 1.316484 -0.027 -0.052 -0.063
N -2.651129 0.957004 0.986717 0.262 -0.180 -0.177
H -1.940659 -4.052349 1.012182 -0.015 -0.013 -0.005
C -0.145632 -3.156751 0.834842 0.152 0.156 -0.134
C -0.351080 3.124291 -4.405629 -0.240 -0.476 -0.027
N 3.133911 -0.358920 0.555291 0.113 -0.038 0.075
Y -0.594602 -0.392007 -0.870724 -0.268 -0.311 -0.153
N 2.268922 -0.345484 -0.390270 -0.287 0.099 0.075
C -0.569930 1.950817 -3.515078 0.047 0.284 -0.173
N -1.631958 2.107928 2.526925 -0.156 -0.157 -0.175
O -0.512913 -2.455810 -0.169567 -0.099 0.196 -0.035
N 1.197470 0.403718 0.035967 0.327 -0.174 0.032
N -0.746592 1.042837 -2.840440 0.074 0.022 0.052
H 1.745515 -2.435345 0.815817 0.027 0.018 0.037
C 1.500669 0.760952 1.291359 -0.077 0.092 0.234
C -0.737762 1.432791 1.850313 0.291 0.032 0.134
N -2.815992 1.773114 1.946632 0.023 0.145 0.166
Cl 0.628120 4.293467 -3.555076 0.069 0.055 0.094

=====

Entry 4:
12
Properties=species:S:1:pos:R:3:forces:R:3 method="wB97M-V/def2-TZVPD" e_homo_ha=-0.3481 lumo_energy_ha=0.0047 total_charge=0 relative_energy_kcal_mol=149.29
H 0.082161 2.532366 -1.766044 -3.116 -1.536 2.172
H -2.086060 -1.652317 -0.063998 -1.329 3.358 -3.814
N -0.116018 0.718059 -1.313503 -2.314 -0.086 -2.906
O -0.649827 1.997699 -1.161133 3.275 2.334 -2.041
O 0.974671 -1.262839 2.303381 1.256 0.367 4.992
N 1.568354 -0.425411 1.375187 1.572 1.673 0.248
O 1.055211 0.589561 -0.639949 1.292 0.474 0.334
C 0.768488 -0.097974 0.456191 0.952 -2.424 3.118
H 1.424054 -1.033150 3.424335 -1.695 -0.717 -5.630
N -2.235166 -0.757351 -1.054471 5.386 -0.807 3.666
C -1.033157 -0.211656 -0.780544 -4.072 -3.376 1.575
O -0.424096 -0.666447 0.410368 -1.207 0.740 -1.715

=====

Entry 5:
16
Properties=species:S:1:pos:R:3:forces:R:3 method="wB97M-V/def2-TZVPD" e_homo_ha=-0.3144 lumo_energy_ha=0.0279 total_charge=0 relative_energy_kcal_mol=112.28
C 1.170373 -0.912119 -0.580978 0.200 0.108 -0.031
H 1.945488 -1.514540 -1.084827 -0.102 0.083 0.092
H -0.827223 1.487398 0.656372 -0.184 0.075 -0.093
H -1.165523 -1.780871 -1.067081 0.029 0.004 0.060
C -1.731312 1.569992 0.042659 0.015 0.147 0.084
H -1.621341 2.343015 -0.720323 -0.037 -0.106 0.102
H -2.609666 1.790405 0.652407 0.125 -0.022 -0.101
C -1.628206 -0.793178 -0.844646 -0.415 1.068 0.118
C 1.784160 -0.190908 0.630177 0.287 -0.047 -0.106
H 2.372639 0.684388 0.334000 -0.071 -0.123 0.008
N -1.941446 0.309470 -0.618656 0.344 -1.057 -0.178
O 0.104759 -1.688379 -0.140058 0.013 -0.127 -0.090
H 0.848289 -0.141713 -1.316884 -0.006 -0.092 0.071
H 2.442261 -0.881076 1.179436 -0.090 0.079 -0.078
O 0.732009 0.241823 1.474503 -0.131 -0.141 0.040
H 0.124740 -0.523706 1.403899 0.023 0.151 0.100

=====

Entry 6:
16
Properties=species:S:1:pos:R:3:forces:R:3 method="wB97M-V/def2-TZVPD" e_homo_ha=-0.3636 lumo_energy_ha=0.0033 smiles=SS.O.O.O.O total_charge=0 relative_energy_kcal_mol=12.98
H -2.229967 -0.288205 2.716837 0.014 -0.025 1.013
H 0.862842 -0.844471 2.430103 -0.020 0.020 -0.082
O -0.284684 -0.960351 -0.076375 -0.398 -0.191 0.548
H 2.145309 1.120468 0.364048 0.122 -0.079 -0.069
O -4.189358 0.092847 -3.173727 -0.140 -0.166 0.026
H -5.069447 0.051279 -2.782546 0.057 0.204 0.024
H -0.939810 1.005660 -3.996052 0.084 0.011 0.051
H -1.668415 -0.520533 1.350707 -0.071 0.110 -0.259
O -0.597482 0.593301 -4.796129 0.076 0.044 0.330
H 0.673058 -1.034019 -0.121563 0.044 0.163 -0.364
O -2.445697 -0.163691 1.805983 0.083 -0.066 -0.802
S 2.833045 0.148408 0.991705 -0.379 0.116 0.216
H -3.982164 -0.834427 -3.322316 0.157 -0.037 -0.069
H -0.647028 -0.657056 -0.911278 0.333 -0.001 -0.167
S 1.683703 0.175912 2.721133 0.262 -0.054 -0.048
H -1.342490 0.649498 -5.392362 -0.223 -0.047 -0.348